Computed, not measured: C5H6AuCl2EuO4S as an isolated structure, with ωB97M-V/def2-TZVPD.

The geometry in XYZ format:
```
20
Properties=species:S:1:pos:R:3
Eu -0.11 -0.11 -3.20
Au 0.88 0.23 -0.63
Cl -0.61 -1.90 -1.34
Cl -0.56 2.25 -1.97
C 1.86 1.76 0.24
C 0.75 -2.03 -4.56
C 0.85 1.16 -5.08
O 2.36 2.69 0.75
O 1.06 -2.93 -5.17
O 1.21 1.81 -5.94
C -1.27 -1.54 3.04
S -1.24 -0.23 1.84
C -0.46 1.11 2.70
O -0.14 -0.96 1.14
H -1.95 -1.27 3.82
H -0.19 -1.60 3.30
H -1.54 -2.45 2.45
H 0.57 0.73 2.87
H -0.45 2.03 2.10
H -1.02 1.23 3.65
```

Properties
molar mass	582.00	g/mol
Kohn-Sham gap (alpha / beta)	0.26133 / 0.22464	Ha
HOMO level (alpha / beta)	-25.89 / -26.00	eV
expectation value of S²	20.03
DFT total energy	-2657.697221	a.u.
energy relative to the best compared isomer or geometry (same formula, charge and spin)	65.48	kcal/mol
net charge	+4
spin multiplicity	9

Atomic partial charges in e from the natural (NBO) method, atoms 1 to 6:
1. Eu 1.828
2. Au 0.837
3. Cl -0.302
4. Cl -0.111
5. C 0.483
6. C 0.385